1.
Below is a structure of composition C33H39IN3O2SeSiV, with properties calculated with ωB97M-V/def2-TZVPD.

```
81
Properties=species:S:1:pos:R:3:forces:R:3
V 1.49133 -1.11722 -0.65473 -0.221 0.031 -0.290
I 5.78212 -1.09292 -4.82998 0.004 -0.003 -0.007
C 5.23181 -0.94858 -2.83890 0.001 -0.004 -0.011
C 6.16055 -0.68777 -1.83830 0.031 -0.001 -0.022
C 5.73225 -0.60343 -0.52265 -0.022 0.005 0.024
C 4.39307 -0.77262 -0.24305 0.015 0.008 -0.012
N 3.48978 -1.01837 -1.20863 0.019 0.017 0.072
C 3.90573 -1.11062 -2.48147 0.002 0.003 0.001
H 7.20603 -0.55455 -2.08322 -0.002 -0.003 0.000
H 6.42912 -0.40708 0.27943 0.003 -0.001 -0.003
H 4.01924 -0.71264 0.77228 -0.007 -0.008 0.003
H 3.15489 -1.32604 -3.22946 -0.016 -0.005 0.007
C -0.52848 -1.49868 2.91215 -0.011 -0.059 0.021
N -0.95888 -2.60105 2.05752 0.011 0.014 0.044
C -0.21128 -3.30653 1.20764 0.004 0.032 -0.049
Se 1.62609 -3.10031 0.80982 -0.001 -0.023 0.041
N -0.96977 -4.27687 0.67632 -0.020 -0.035 0.034
C -2.25551 -4.21705 1.20721 -0.006 0.001 -0.052
C -3.39101 -4.99056 1.00230 -0.004 0.000 -0.005
C -4.51509 -4.62297 1.71450 -0.006 -0.002 -0.003
C -4.51084 -3.52822 2.59389 0.001 0.009 -0.001
C -3.38017 -2.76181 2.79505 -0.010 -0.005 0.013
C -2.24908 -3.13804 2.08085 0.026 0.031 -0.017
H 0.54370 -1.36914 2.81362 -0.003 0.006 -0.039
H -0.76794 -1.74459 3.94506 0.001 0.006 0.005
H -1.03530 -0.57873 2.62532 0.008 -0.003 0.002
H -0.60953 -4.97511 0.04480 0.010 -0.006 0.023
H -3.39630 -5.83715 0.32970 -0.001 -0.002 0.004
H -5.42467 -5.19505 1.59539 0.001 -0.002 0.003
H -5.41733 -3.28402 3.13007 0.002 0.000 -0.001
H -3.37610 -1.92164 3.47579 -0.001 -0.003 0.001
C 1.11482 4.49715 0.07711 -0.028 0.026 -0.012
C 1.55414 3.05218 -0.20295 0.053 -0.046 -0.004
C 2.86025 2.79234 0.56392 -0.007 0.022 -0.017
C 1.82511 2.85655 -1.69915 -0.017 0.024 -0.021
Si 0.23140 1.86187 0.39552 -0.141 -0.059 -0.079
O 0.75639 0.28372 0.01983 0.323 0.125 0.302
C -0.03746 1.89112 2.23226 -0.022 0.031 0.032
C 0.94860 1.46257 3.12950 -0.010 -0.026 0.009
C 0.72356 1.46591 4.49684 -0.012 0.013 0.013
C -0.49638 1.90820 4.99693 -0.004 0.003 -0.016
C -1.48342 2.34741 4.12688 0.014 -0.005 0.012
C -1.25425 2.33827 2.75620 0.015 -0.008 0.006
C -1.40667 1.89742 -0.50611 -0.019 -0.013 -0.046
C -2.26834 0.81370 -0.27907 0.023 0.023 0.004
C -3.47997 0.69879 -0.94165 -0.019 0.005 -0.020
C -3.85931 1.67344 -1.85882 0.014 -0.005 0.003
C -3.02692 2.75653 -2.09616 -0.012 0.003 0.011
C -1.81469 2.86709 -1.42319 0.010 -0.006 0.000
H 1.91802 5.18255 -0.20693 -0.007 0.007 0.015
H 0.90413 4.65624 1.13679 0.012 -0.009 0.002
H 0.22691 4.78928 -0.48487 0.012 -0.011 0.000
H 3.65115 3.43120 0.16025 -0.002 -0.003 0.007
H 3.19739 1.75497 0.46570 -0.003 0.003 0.001
H 2.76195 3.02533 1.62443 -0.001 -0.014 0.008
H 2.55447 3.59447 -2.04486 -0.007 -0.001 -0.004
H 0.92664 2.96896 -2.31051 0.014 -0.011 0.000
H 2.25792 1.86903 -1.89651 0.004 -0.011 0.008
H 1.90662 1.10857 2.76243 0.001 0.008 -0.023
H 1.49822 1.13628 5.17729 0.005 -0.001 -0.004
H -0.66945 1.92045 6.06508 -0.005 0.000 -0.002
H -2.42845 2.70466 4.51463 0.002 -0.001 -0.002
H -2.03607 2.68445 2.08960 -0.002 -0.006 -0.003
H -1.99124 0.04995 0.44472 -0.008 0.010 -0.004
H -4.13942 -0.13590 -0.73502 0.009 0.002 0.003
H -4.80743 1.59513 -2.37467 0.002 -0.001 0.002
H -3.32506 3.52342 -2.79891 0.005 0.002 0.000
H -1.18906 3.72736 -1.62541 -0.017 -0.017 -0.002
C -0.90073 -0.15046 -3.73040 -0.011 -0.015 -0.021
C -1.55745 -1.51081 -3.49441 -0.021 -0.009 0.005
C -0.80701 -2.04863 -2.29183 0.051 0.045 0.007
O 0.54100 -1.44223 -2.37923 0.019 -0.041 0.002
C 0.55762 -0.45037 -3.47975 0.005 -0.055 0.024
H -1.26893 0.58982 -3.01860 -0.005 0.000 0.020
H -1.06089 0.22308 -4.73988 -0.005 0.001 0.003
H -1.42159 -2.16610 -4.35509 0.004 0.008 -0.002
H -2.62217 -1.42719 -3.28678 -0.006 -0.002 -0.002
H -0.66484 -3.12627 -2.28568 -0.007 -0.017 -0.014
H -1.25147 -1.71104 -1.35262 -0.008 0.007 0.009
H 1.04025 -0.93490 -4.32838 -0.004 0.009 -0.017
H 1.14361 0.40380 -3.14682 0.011 0.020 0.020
```
Positions in Å, forces in eV/Å.

Net charge: +2
Multiplicity: 3
E_tot, Ha: -5527.93661
Relative energy (zero: lowest compared OMol25 entry of this formula, charge and spin), kJ/mol: 0.0
HOMO level (alpha / beta), eV: -13.9 / -13.9
<S²>: 2.0134
HOMO-LUMO gap (alpha / beta), eV: 7.9137 / 8.0614
M, u: 794.6

***

2.
Below is a structure of composition C33H39IrN9S, with properties calculated with ωB97M-V/def2-TZVPD.

```
83
Properties=species:S:1:pos:R:3:forces:R:3
Ir -0.50694 -0.04736 -0.51358 -0.165 -0.015 0.250
C 0.25814 -3.57991 0.09587 0.082 0.022 -0.028
C 1.55497 -3.10715 0.75910 -0.072 0.048 -0.003
C 2.01802 -1.68336 0.43551 -0.054 0.001 -0.032
N 1.07058 -0.61775 0.74991 -0.204 -0.154 0.038
C 1.10200 -0.01821 1.93950 0.146 0.099 0.011
C 1.91839 -0.47730 2.99525 -0.087 -0.014 -0.059
C 2.17228 0.03224 4.25915 0.052 -0.003 0.053
C 1.70480 1.17053 4.88738 -0.017 0.013 -0.019
C 0.79404 2.06681 4.34483 0.014 0.005 0.074
C 0.15928 2.07130 3.11995 0.039 -0.010 -0.086
C 0.24690 1.19686 2.00720 0.199 0.135 -0.028
N -0.41639 1.43644 0.89106 -0.055 -0.067 -0.024
C -1.21156 2.64962 0.75187 -0.057 -0.090 0.010
C -1.74975 2.86398 -0.65683 0.072 -0.092 -0.035
C -2.75557 1.83192 -1.16298 0.021 -0.069 0.102
N -2.09691 0.60964 -1.58565 0.106 0.028 -0.021
C -2.61810 -0.18821 -2.50140 -0.007 -0.032 0.046
C -3.93949 -0.01117 -2.97062 0.022 -0.034 -0.002
C -4.62059 -0.58886 -4.02894 -0.026 0.075 0.026
C -4.19100 -1.52064 -4.95246 0.045 -0.032 -0.030
C -2.96819 -2.17389 -4.91465 -0.053 -0.042 -0.031
C -1.94321 -2.13625 -3.98818 0.017 0.030 0.065
C -1.74053 -1.33737 -2.83949 0.023 0.074 -0.105
N -0.72416 -1.49715 -1.99829 0.035 -0.027 0.012
C 0.33783 -2.46541 -2.26079 0.002 0.024 0.041
C 0.26877 -3.74361 -1.42480 -0.049 0.034 0.021
H -0.54976 -2.91188 0.37915 -0.054 -0.008 0.029
H 0.00957 -4.55184 0.52906 0.006 0.004 0.007
H 2.37222 -3.78344 0.48967 -0.001 -0.004 0.004
H 1.42023 -3.19474 1.84158 0.044 -0.006 0.000
H 2.23454 -1.59582 -0.62579 0.051 0.012 -0.017
H 2.96784 -1.49196 0.94234 0.029 -0.023 0.014
H 2.43825 -1.40093 2.78962 -0.022 -0.022 0.025
H 2.85524 -0.57308 4.84650 0.012 0.008 -0.014
H 2.05975 1.36741 5.89022 -0.007 -0.001 -0.010
H 0.52465 2.89963 4.98658 -0.010 -0.013 -0.008
H -0.51865 2.90017 2.98137 0.016 0.001 0.022
H -0.59196 3.51251 1.02049 -0.030 0.019 -0.016
H -2.05309 2.63317 1.45809 -0.002 -0.018 0.009
H -0.92025 2.90196 -1.36664 -0.004 0.079 -0.006
H -2.23406 3.84207 -0.66623 -0.008 0.006 0.002
H -3.30413 2.26064 -2.00329 0.029 0.049 -0.012
H -3.48844 1.61263 -0.37192 -0.047 0.015 -0.031
H -4.51248 0.71674 -2.41267 -0.020 -0.012 -0.029
H -5.63795 -0.23297 -4.15468 0.013 0.022 -0.010
H -4.86807 -1.78043 -5.75508 0.004 -0.003 0.007
H -2.79699 -2.87401 -5.72575 -0.008 -0.022 0.018
H -1.15830 -2.84672 -4.19511 -0.015 -0.011 -0.006
H 1.27753 -1.94729 -2.09003 0.005 0.008 -0.026
H 0.36599 -2.74374 -3.31149 0.019 0.003 -0.020
H 1.11755 -4.36999 -1.71850 -0.016 -0.016 -0.002
H -0.63478 -4.29000 -1.71351 0.014 -0.007 -0.007
N 2.15177 3.18691 -2.02754 0.067 0.029 -0.050
C 2.00657 2.03211 -1.38747 -0.130 -0.144 -0.164
S 0.93600 0.86037 -2.10594 0.163 0.423 -0.074
N 2.70438 1.76090 -0.29436 -0.047 -0.020 0.129
C 3.71439 2.54786 0.33813 -0.050 0.017 0.049
C 4.67197 3.24242 -0.39331 0.073 -0.077 -0.010
C 5.64678 3.97230 0.27394 -0.008 0.015 -0.006
C 5.68607 3.99473 1.65900 -0.008 -0.017 0.000
C 4.75345 3.26304 2.38119 0.011 0.003 0.008
C 3.76922 2.54103 1.72725 -0.056 0.085 -0.002
H 1.60277 3.34281 -2.85576 -0.042 0.015 0.038
H 2.76356 3.91363 -1.69182 0.041 -0.020 -0.020
H 2.38590 0.92470 0.18825 0.068 -0.049 -0.049
H 4.71468 3.16791 -1.47222 -0.050 0.003 -0.004
H 6.39025 4.50880 -0.30037 0.000 -0.006 0.007
H 6.44996 4.56277 2.17222 -0.006 -0.005 -0.004
H 4.78641 3.25228 3.46286 0.001 0.005 -0.013
H 3.04639 1.97325 2.29792 -0.053 0.000 0.002
N -4.48059 -3.57238 0.22964 0.038 0.008 0.036
C -3.57753 -2.78760 0.86870 -0.052 0.042 -0.058
C -2.86127 -1.80439 0.15831 -0.117 0.112 0.028
N -1.94110 -1.05144 0.74273 0.167 -0.453 -0.050
C -1.75598 -1.23919 2.06444 -0.067 0.213 0.024
C -2.46501 -2.20841 2.74050 -0.038 0.020 0.028
N -3.35846 -3.00101 2.15972 -0.011 -0.018 0.042
H -4.78332 -3.35834 -0.70279 0.001 0.001 -0.003
H -5.03220 -4.20241 0.78509 -0.017 0.006 -0.002
H -3.06169 -1.65799 -0.88835 0.063 -0.069 -0.007
H -1.06562 -0.60272 2.58783 0.032 -0.092 -0.035
H -2.29578 -2.35574 3.80029 0.003 0.007 -0.009
```
Positions in Å, forces in eV/Å.

Net charge: +1
E_tot, Ha: -2276.10687
Relative energy (zero: lowest compared OMol25 entry of this formula, charge and spin), kJ/mol: 0.0
HOMO level, eV: -9.1
HOMO-LUMO gap, eV: 6.7190
M, u: 786.0